# 1
{"formula": "C7H10", "method": "ωB97M-V/def2-TZVPD", "gap_ev": 5.9, "lumo_energy_ev": -1.27, "charge": 0, "multiplicity": 1, "relative_energy_kj_mol": 810.7, "total_energy_ha": -272.40922, "symbols": ["C", "C", "C", "C", "C", "C", "C", "H", "H", "H", "H", "H", "H", "H", "H", "H", "H"], "positions_angstrom": [[-0.387, -0.398, 0.224], [0.870, -0.536, 0.154], [3.426, -0.926, 0.262], [-1.719, -0.222, 0.169], [4.070, 0.373, 0.036], [-2.636, -1.383, -0.001], [-2.321, 1.140, 0.222], [3.322, -1.523, -0.653], [3.265, 1.114, 0.014], [4.651, 0.474, -0.888], [4.687, 0.631, 0.902], [-2.079, -2.308, -0.151], [-3.301, -1.215, -0.850], [-3.265, -1.483, 0.886], [-2.204, 1.613, -0.755], [-1.802, 1.766, 0.948], [-3.384, 1.093, 0.458]], "nbo_charge": [-0.4456, 0.1499, -0.0580, 0.2610, -0.8049, -0.6667, -0.6714, 0.0954, 0.2757, 0.1918, 0.2193, 0.2445, 0.2371, 0.2441, 0.2548, 0.2506, 0.2222]}


# 2
{"formula": "C7H10", "method": "ωB97M-V/def2-TZVPD", "gap_ev": 9.5, "lumo_energy_ev": 1.12, "smiles": "C[C@@H]1[C@@H]2C=CC[C@H]12", "charge": 0, "multiplicity": 1, "relative_energy_kj_mol": 346.8, "total_energy_ha": -272.58591, "symbols": ["C", "C", "C", "C", "C", "C", "C", "H", "H", "H", "H", "H", "H", "H", "H", "H", "H"], "positions_angstrom": [[-0.107, -2.101, 0.213], [0.765, -0.841, 0.304], [0.639, 0.464, 1.017], [-0.804, 0.845, 0.966], [-1.282, 1.211, -0.228], [-0.252, 1.442, -1.259], [1.034, 0.405, -0.469], [0.483, -2.848, -0.329], [-0.331, -2.519, 1.209], [-1.062, -1.981, -0.320], [1.905, -0.895, 0.226], [1.269, 0.668, 1.894], [-1.428, 0.606, 1.820], [-2.342, 1.165, -0.476], [-0.651, 1.337, -2.300], [0.275, 2.404, -1.184], [1.887, 0.638, -1.083]], "nbo_charge": [-0.6207, -0.2377, -0.2768, -0.2026, -0.2069, -0.4539, -0.1806, 0.2204, 0.2171, 0.2212, 0.2355, 0.2248, 0.2060, 0.2062, 0.2141, 0.2118, 0.2222]}


# 3
{"formula": "C7H10", "method": "ωB97M-V/def2-TZVPD", "gap_ev": 8.3, "lumo_energy_ev": -0.05, "charge": 0, "multiplicity": 1, "relative_energy_kj_mol": 489.0, "total_energy_ha": -272.53175, "symbols": ["C", "C", "C", "C", "C", "C", "C", "H", "H", "H", "H", "H", "H", "H", "H", "H", "H"], "positions_angstrom": [[2.141, -0.166, -0.117], [0.982, 0.718, 0.152], [0.073, 0.912, -1.082], [-0.994, -0.144, -0.752], [-1.346, 0.200, 0.713], [0.093, -0.275, 0.968], [-0.127, -1.297, -0.185], [0.773, -1.536, -0.795], [2.585, -0.305, 0.882], [1.209, 1.635, 0.699], [0.618, 0.692, -2.005], [-0.349, 1.918, -1.145], [-1.762, -0.328, -1.504], [-1.606, 1.238, 0.947], [-2.076, -0.488, 1.155], [0.449, -0.577, 1.956], [-0.663, -2.196, 0.114]], "nbo_charge": [0.0004, -0.4169, -0.4084, -0.2089, -0.3943, -0.1968, -0.4209, 0.2394, 0.0849, 0.2381, 0.2216, 0.2048, 0.2117, 0.1995, 0.2121, 0.2192, 0.2145]}